# 1
The following is a DFT calculation (the ωB97M-V functional and the def2-TZVPD basis) of 4 unconnected molecules or ions with the total composition C33H37N2O2P at a distorted geometry.

Energy = -51175.5651 eV
E_LUMO = -1.454 eV
2S+1 = 1
Structure (SMILES) = C=Cc1cc(P(O)O)c([C@@H](C)CCC)c2nccnc12.c1ccccc1.c1ccccc1.c1ccccc1
Molar mass = 524.645 g mol⁻¹
Orbital gap = 5.7308 eV
Max |F| = 6.48 eV/Å
Highest occupied orbital energy = -7.19 eV

Each line ends with the Löwdin charge.
Positions of all 75 atoms, in Å:
1 C 6.44824 4.61784 3.21340  -0.050
2 C 5.63263 3.40241 3.12490  -0.122
3 C 4.09313 3.44096 2.69682  -0.101
4 C 3.42893 4.83121 2.68440  -0.019
5 C 1.89702 4.88225 2.25831  -0.248
6 P 1.15204 6.63586 2.27389  0.880
7 O -0.38458 6.65787 3.03658  -0.358
8 O 0.92739 6.98317 0.59423  -0.328
9 C 1.09584 3.59720 1.83329  -0.049
10 C -0.43323 3.76120 1.42315  -0.307
11 C -0.81321 3.00088 0.02780  -0.093
12 C -1.50015 3.28625 2.53162  -0.173
13 C -0.89129 2.57086 3.82654  -0.247
14 C -0.20545 3.56409 4.89855  -0.120
15 C 1.87007 2.20691 1.88149  -0.110
16 N 1.10636 1.05034 1.50130  0.077
17 C 1.82496 -0.16890 1.60531  -0.058
18 C 3.29967 -0.20566 2.08606  -0.073
19 N 4.13764 0.89219 2.43892  0.087
20 C 3.34697 2.08553 2.31747  -0.124
21 H 6.95824 5.10585 2.31970  0.060
22 H 6.63586 5.07180 4.25439  0.065
23 H 6.08193 2.38177 3.36556  0.092
24 H 3.99472 5.77230 2.98418  0.086
25 H -0.21781 6.92001 3.97872  0.051
26 H 0.75236 7.95030 0.49118  0.052
27 H -0.68254 4.87006 1.20186  0.110
28 H -1.85497 3.36110 -0.28235  0.082
29 H -0.05995 3.30580 -0.77505  0.085
30 H -0.89897 1.86186 0.16952  0.061
31 H -2.08168 4.22208 2.89142  0.117
32 H -2.30144 2.60347 2.06325  0.111
33 H -0.16000 1.72145 3.62064  0.082
34 H -1.78730 2.08375 4.37853  0.107
35 H -0.14867 4.65383 4.57168  0.043
36 H 0.86277 3.15712 5.08883  0.077
37 H -0.74194 3.45996 5.91442  0.074
38 H 1.29121 -1.14534 1.32849  0.085
39 H 3.78156 -1.25154 2.16848  0.102
40 C -3.30212 -1.10101 -2.47258  -0.100
41 C -2.85778 -0.85218 -3.76755  -0.117
42 C -1.50232 -0.65554 -4.01328  -0.093
43 C -0.59079 -0.70350 -2.96261  -0.089
44 C -1.03620 -0.94323 -1.66632  -0.100
45 C -2.39121 -1.14355 -1.42101  -0.092
46 H -4.35823 -1.26091 -2.28232  0.101
47 H -3.56868 -0.81231 -4.58652  0.104
48 H -1.15589 -0.46492 -5.02366  0.102
49 H 0.46624 -0.55280 -3.15409  0.102
50 H -0.32613 -0.97470 -0.84581  0.081
51 H -2.73800 -1.33275 -0.41040  0.101
52 C 0.50273 -5.23867 -0.09044  -0.090
53 C 1.16298 -6.45911 0.01112  -0.093
54 C 2.25415 -6.59212 0.86443  -0.094
55 C 2.68823 -5.50270 1.61367  -0.094
56 C 2.03371 -4.27973 1.50527  -0.099
57 C 0.94008 -4.14773 0.65464  -0.097
58 H -0.35197 -5.13702 -0.75072  0.102
59 H 0.82631 -7.30802 -0.57488  0.102
60 H 2.76656 -7.54492 0.94579  0.101
61 H 3.53717 -5.60677 2.28082  0.101
62 H 2.37580 -3.42816 2.08526  0.081
63 H 0.42782 -3.19456 0.57160  0.077
64 C -4.93967 -5.60876 -6.98199  -0.100
65 C -5.63480 -5.07109 -5.90314  -0.099
66 C -4.96813 -4.28871 -4.96516  -0.094
67 C -3.60446 -4.04723 -5.10363  -0.095
68 C -2.90748 -4.59251 -6.17753  -0.093
69 C -3.57478 -5.37186 -7.11761  -0.099
70 H -5.46096 -6.21317 -7.71671  0.099
71 H -6.69757 -5.26137 -5.79363  0.099
72 H -5.51117 -3.86677 -4.12573  0.099
73 H -3.08525 -3.43549 -4.37419  0.081
74 H -1.84291 -4.40919 -6.28249  0.101
75 H -3.03168 -5.79503 -7.95614  0.099


# 2
The following is a DFT calculation (the ωB97M-V functional and the def2-TZVPD basis) of a molecular structure, C33H38CdN4S at a distorted geometry.

Energy = -56191.3702 eV
Total charge = -2
E_LUMO (alpha / beta) = 4.630 / 4.434 eV
Relative energy (zero: lowest compared OMol25 entry of this formula, charge and spin) = 72.8 kcal per mole
2S+1 = 1
Molar mass = 635.174 g mol⁻¹
Orbital gap (alpha / beta) = 4.7336 / 3.5551 eV
Max |F| = 2.21 eV/Å
Highest occupied orbital energy (alpha / beta) = -0.10 / 0.88 eV

Each line ends with the Löwdin charge.
Positions of all 77 atoms, in Å:
1 Cd -1.14817 0.65732 -0.85773  1.437
2 N -0.76845 0.01279 3.16307  0.109
3 N -1.73334 2.09418 1.08858  -0.195
4 C 0.60693 0.11215 -2.49606  -0.361
5 C -0.72129 -0.43576 -2.71802  -0.439
6 C -0.73920 -1.73676 -2.09189  -0.304
7 C -1.87431 -2.67743 -2.09930  -0.082
8 H -2.69538 -2.29066 -2.71275  0.059
9 H -2.23782 -2.86690 -1.07783  0.022
10 H -1.56830 -3.64572 -2.52143  0.072
11 C 0.53328 -1.97797 -1.53628  -0.248
12 C 0.93730 -3.26505 -0.92636  -0.064
13 H 0.56295 -4.10011 -1.52968  0.069
14 H 0.50938 -3.37404 0.08162  0.024
15 H 2.02566 -3.38160 -0.86621  0.064
16 C 1.36584 -0.86095 -1.77893  -0.260
17 C 2.82342 -0.78831 -1.50115  -0.069
18 H 3.10873 -1.34648 -0.59875  0.069
19 H 3.18236 0.24307 -1.37808  0.070
20 H 3.40547 -1.22722 -2.32272  0.071
21 C -1.75252 0.06755 -3.68308  -0.124
22 H -2.00142 -0.70466 -4.42662  0.070
23 H -1.40801 0.95557 -4.22608  0.054
24 H -2.69581 0.33708 -3.17398  0.046
25 C 1.19897 1.22852 -3.28396  -0.083
26 H 1.82727 1.89930 -2.67614  0.069
27 H 0.42961 1.84976 -3.76054  0.048
28 H 1.83540 0.83110 -4.09641  0.078
29 C -0.68140 -0.74034 4.25934  -0.170
30 H 0.27456 -0.78059 4.79198  0.096
31 C -1.77734 -1.44461 4.78952  -0.118
32 H -1.64979 -1.99878 5.72103  0.083
33 C -3.00276 -1.35055 4.12180  -0.137
34 H -3.90867 -1.81455 4.51227  0.094
35 C -3.08356 -0.58156 2.96872  -0.099
36 H -4.02389 -0.46700 2.42442  0.096
37 C -1.91239 0.04033 2.44274  -0.309
38 C -2.10802 0.70214 1.10927  -0.288
39 H -3.15677 0.59762 0.83078  0.049
40 C -0.38906 2.30943 0.83507  -0.206
41 C -2.44580 3.17535 0.51451  -0.097
42 H -3.52148 3.23126 0.58506  0.099
43 C -1.54816 4.06088 0.05891  -0.067
44 H -1.69402 5.01800 -0.41224  0.096
45 N -0.26168 3.57930 0.35835  -0.029
46 C 0.97778 4.18663 0.08226  -0.150
47 C 1.25115 4.77779 -1.15420  -0.237
48 C 2.59322 4.98662 -1.50779  -0.088
49 H 2.81361 5.41523 -2.49074  0.082
50 C 3.65777 4.61915 -0.67352  -0.323
51 C 5.08248 4.81751 -1.11630  -0.087
52 H 5.56547 3.84559 -1.27958  0.071
53 H 5.67839 5.35259 -0.36622  0.066
54 H 5.16055 5.37809 -2.05243  0.058
55 C 3.37748 4.06596 0.56927  -0.043
56 H 4.20260 3.79115 1.23227  0.101
57 C 2.03508 3.80692 0.98280  -0.297
58 C 1.70025 3.16733 2.17114  -0.113
59 H 0.78729 3.45562 2.70547  0.039
60 H 2.34557 2.40161 2.59943  0.024
61 H 0.35608 1.70880 1.36981  0.102
62 C 0.20740 5.08742 -2.18625  -0.076
63 H -0.52806 5.81509 -1.82082  0.057
64 H -0.31196 4.18578 -2.55201  0.073
65 H 0.68740 5.53667 -3.06768  0.066
66 S -1.66896 -3.29654 1.60290  0.602
67 C -1.53773 -4.96646 1.69124  -0.830
68 N -1.56090 -5.55752 2.94764  -0.042
69 C -1.31068 -6.88363 3.16960  -0.190
70 C -1.04436 -7.71232 2.09507  -0.178
71 C -1.08923 -7.18502 0.79406  -0.189
72 C -1.36079 -5.83549 0.59496  -0.178
73 H -1.71948 -4.93100 3.73262  0.103
74 H -1.32954 -7.19895 4.21188  0.077
75 H -0.81271 -8.76069 2.26887  0.071
76 H -0.90826 -7.83109 -0.06354  0.064
77 H -1.41527 -5.38795 -0.39504  0.070


> Look up the max |F| of the second one.

2.21 eV/Å


> Which formula does entry 1 have?

C33H37N2O2P